{"formula": "C9H7NO2", "method": "ωB97M-V/def2-TZVPD", "smiles": "CC(=O)Oc1cccc(C#N)c1", "de_lowest_ev": 5.941, "orbital_gap_ev": 9.30, "lumo_ev": -0.05, "multiplicity": 1, "e_tot_ha": -552.20888, "elements": ["C", "C", "O", "O", "C", "C", "C", "C", "C", "C", "N", "C", "H", "H", "H", "H", "H", "H", "H"], "xyz": [[-3.66993, -0.83813, -0.38526], [-2.36756, -0.66039, 0.25904], [-1.68034, -1.23197, 1.15088], [-1.50496, 0.22570, -0.51927], [-0.24707, 0.47503, 0.12628], [0.35426, 1.72417, 0.24188], [1.80081, 1.94748, 0.09366], [2.70289, 0.87679, 0.29901], [2.19687, -0.48920, 0.32642], [3.19546, -1.49410, 0.01406], [3.92723, -2.35153, -0.43129], [0.73642, -0.63144, 0.25656], [-3.75458, 0.32592, -0.53795], [-4.35617, -1.42964, 0.22172], [-3.54058, -1.14533, -1.35573], [-0.47277, 2.54596, -0.14552], [2.37684, 3.04245, -0.39212], [3.71088, 1.01691, 0.41167], [0.59229, -1.90870, 0.36595]], "forces_ev_per_angstrom": [[0.38, 3.69, 2.22], [7.20, -2.54, 1.95], [-4.79, 1.57, -2.14], [-0.25, 0.66, 2.26], [3.43, -2.82, -0.59], [-1.76, 2.36, -3.79], [0.97, 1.22, -0.21], [-4.07, -0.67, -0.43], [-2.24, 3.39, -0.39], [2.39, -4.64, -1.99], [-3.62, 4.56, 2.53], [1.79, -4.00, 0.29], [-1.59, -1.97, 0.36], [-0.12, 0.60, -0.24], [0.38, -1.22, -2.24], [2.58, -1.55, 1.33], [-2.41, -3.32, 2.19], [2.40, 0.54, -0.31], [-0.66, 4.16, -0.80]], "mulliken_charge": [-1.03, 0.83, -0.55, -0.39, 0.91, -0.56, -0.35, -0.51, 0.26, -0.05, -0.47, -0.05, 0.30, 0.28, 0.34, 0.20, 0.20, 0.50, 0.13]}